w:
Molecular formula: H3INP
Method: DFT, the ωB97M-V functional and the def2-TZVPD basis

As for the LUMO energy (spin up / spin down): -1.42 / -1.27 eV. Its spin multiplicity is 1. The calculation puts the HOMO-LUMO gap (spin up / spin down) at 7.9478 / 7.1785 eV.

Geometry as XYZ:
```
6
Properties=species:S:1:pos:R:3:lowdin_charge:R:1
N -2.536 -0.682 -0.628 -0.54
P 1.812 1.120 -0.027 0.44
I -0.776 -0.677 0.319 0.69
H -3.344 -0.583 -0.010 -0.09
H 2.173 0.428 1.163 -0.23
H 2.670 0.394 -0.816 -0.26
```

---

x:
Molecular formula: H3INP
Method: DFT, the ωB97M-V functional and the def2-TZVPD basis

As for the LUMO energy: -1.31 eV. Its spin multiplicity is 1. The calculation puts the HOMO-LUMO gap at 7.5801 eV.

Geometry as XYZ:
```
6
Properties=species:S:1:pos:R:3:lowdin_charge:R:1
N 1.090 1.253 0.330 -0.62
P -0.972 -0.008 0.410 0.66
I 2.623 -0.114 -0.402 0.45
H 1.042 1.818 -0.515 -0.14
H -0.356 -0.637 -0.721 -0.23
H -0.167 -0.924 1.379 -0.12
```

---

Stability, descending: x, w

---

w:
Molecular formula: C5H10NO2
Method: DFT, the ωB97M-V functional and the def2-TZVPD basis

As for the LUMO energy: -4.19 eV. Its charge is +1. Its spin multiplicity is 1. The calculation puts the HOMO-LUMO gap at 8.9475 eV.

Geometry as XYZ:
```
18
Properties=species:S:1:pos:R:3:lowdin_charge:R:1
C -1.640 -0.174 0.007 -0.37
C -0.456 -0.638 0.313 -0.05
C -0.500 2.089 0.526 -0.15
C -0.257 3.345 1.233 0.03
C 0.137 -2.447 -1.298 -0.01
N -0.265 -2.135 0.083 0.03
O -2.675 -0.399 -0.529 0.16
O -1.513 1.415 0.653 0.13
H 0.313 0.031 0.495 0.08
H 0.157 1.941 -0.249 0.13
H 0.207 3.235 2.138 0.08
H -1.173 3.830 1.533 0.12
H 0.436 3.937 0.687 0.10
H 0.245 -3.447 -1.507 0.07
H -0.650 -1.928 -1.946 0.14
H 1.127 -2.076 -1.579 0.11
H 0.450 -2.491 0.758 0.20
H -1.101 -2.712 0.185 0.18
```

---

x:
Molecular formula: C5H10NO2
Method: DFT, the ωB97M-V functional and the def2-TZVPD basis

As for the LUMO energy: -3.58 eV. Its charge is +1. Its spin multiplicity is 1. The calculation puts the HOMO-LUMO gap at 10.1149 eV.

Geometry as XYZ:
```
18
Properties=species:S:1:pos:R:3:lowdin_charge:R:1
C -2.741 0.666 -0.476 0.01
N -1.676 0.320 0.544 -0.03
C -0.763 -0.804 0.260 -0.02
C 0.858 -0.026 0.123 -0.31
O 0.715 1.190 0.146 0.04
C 1.913 -0.926 -0.012 -0.06
C 3.177 -0.479 -0.122 -0.14
O 3.588 0.757 -0.103 0.11
H -3.504 -0.077 -0.383 0.09
H -3.305 1.676 -0.403 0.14
H -2.245 0.628 -1.451 0.11
H -1.143 1.149 0.435 0.10
H -2.043 0.305 1.556 0.23
H -0.627 -1.507 1.093 0.13
H -0.773 -1.096 -0.782 0.12
H 1.646 -2.015 -0.193 0.15
H 3.905 -1.289 -0.443 0.17
H 3.019 1.528 0.211 0.17
```

---

y:
Molecular formula: C5H10NO2
Method: DFT, the ωB97M-V functional and the def2-TZVPD basis

As for the LUMO energy (spin up / spin down): -3.54 / -3.54 eV. Its charge is +1. Its spin multiplicity is 1. The calculation puts the HOMO-LUMO gap (spin up / spin down) at 9.2273 / 9.2282 eV.

Geometry as XYZ:
```
18
Properties=species:S:1:pos:R:3:lowdin_charge:R:1
C -0.039 -0.525 0.034 -0.07
C -0.986 0.346 -0.122 -0.41
C 2.307 0.008 0.061 -0.14
C -2.396 -0.009 -0.424 -0.01
C 2.255 1.376 0.361 -0.01
N -0.131 -2.010 0.195 0.16
O 2.804 -0.934 -0.398 0.22
O -0.688 1.717 -0.321 0.00
H -3.136 0.215 0.285 0.07
H -2.418 -1.169 -0.389 0.09
H -2.463 0.262 -1.529 0.13
H 1.766 1.474 1.283 0.09
H 1.719 1.976 -0.314 0.09
H 3.327 1.860 0.419 0.17
H 0.811 -2.301 0.268 0.11
H -0.708 -2.669 -0.466 0.22
H -0.670 -1.959 1.056 0.16
H -1.355 2.340 -0.001 0.12
```

---

z:
Molecular formula: C5H10NO2
Method: DFT, the ωB97M-V functional and the def2-TZVPD basis

As for the LUMO energy: -5.04 eV. Its charge is +1. Its spin multiplicity is 1. The calculation puts the HOMO-LUMO gap at 7.4772 eV.

Geometry as XYZ:
```
18
Properties=species:S:1:pos:R:3:lowdin_charge:R:1
C 1.248 1.292 0.068 -0.40
C -1.044 1.327 -0.202 -0.11
C 1.179 -0.059 -0.095 -0.24
C -2.524 1.530 -0.149 0.02
C 0.247 -1.184 0.264 -0.05
N 2.663 -0.378 -0.341 0.16
O 2.197 2.068 -0.054 0.06
O -0.110 1.960 0.330 0.19
H -0.847 0.583 -1.003 0.15
H -3.069 2.287 -0.692 0.10
H -2.871 1.761 0.950 0.15
H -2.899 0.525 -0.512 0.12
H -0.122 -1.625 -0.673 0.09
H -0.537 -0.816 0.841 0.05
H 0.596 -2.047 0.954 0.13
H 3.154 -0.606 0.583 0.20
H 3.109 0.558 -0.816 0.22
H 2.859 -1.162 -1.019 0.18
```

---

Stability, descending: x, w, z, y

---

w:
Molecular formula: C3H7N2S2
Method: DFT, the ωB97M-V functional and the def2-TZVPD basis

As for the LUMO energy: -4.87 eV. Its charge is +1. Its spin multiplicity is 1. The calculation puts the HOMO-LUMO gap at 8.9099 eV.

Geometry as XYZ:
```
14
Properties=species:S:1:pos:R:3:lowdin_charge:R:1
C -1.728 -0.075 1.928 -0.18
C -1.867 0.993 1.111 -0.40
C -1.514 -1.317 1.327 -0.65
N -1.335 -2.419 2.125 0.11
N -1.371 1.330 -3.351 -0.04
S -1.714 0.790 -0.593 0.78
S -1.461 -1.240 -0.381 0.82
H -1.972 0.081 2.957 0.13
H -2.249 1.961 1.300 0.08
H -1.412 -3.384 1.779 0.13
H -1.773 -2.353 3.109 0.17
H -0.682 0.790 -3.777 -0.01
H -0.835 2.015 -2.832 -0.01
H -1.767 1.879 -4.146 0.06
```

---

x:
Molecular formula: C3H7N2S2
Method: DFT, the ωB97M-V functional and the def2-TZVPD basis

As for the LUMO energy (spin up / spin down): -5.86 / -5.86 eV. Its charge is +1. Its spin multiplicity is 1. The calculation puts the HOMO-LUMO gap (spin up / spin down) at 5.9343 / 5.9336 eV.

Geometry as XYZ:
```
14
Properties=species:S:1:pos:R:3:lowdin_charge:R:1
C 0.709 -0.664 0.013 -0.17
C -0.212 1.152 -1.170 -0.61
C 0.027 1.461 1.184 0.06
N -0.382 -1.628 -0.251 -0.42
N 0.194 0.685 -0.053 -0.16
S -0.634 1.980 -2.368 1.08
S -0.575 -2.203 -2.013 0.36
H 1.373 -0.874 -0.790 0.11
H 1.010 -0.767 1.052 0.15
H 0.882 2.089 1.387 0.12
H -0.226 0.641 1.801 0.10
H -0.695 2.205 0.906 0.10
H -1.312 -1.418 0.055 0.08
H -0.157 -2.659 0.247 0.20
```

---

Stability, descending: w, x

---

w:
Molecular formula: C8H16N2O
Method: DFT, the ωB97M-V functional and the def2-TZVPD basis

As for the LUMO energy: 0.73 eV. Its spin multiplicity is 1. The calculation puts the HOMO-LUMO gap at 9.1530 eV.

Geometry as XYZ:
```
27
Properties=species:S:1:pos:R:3:lowdin_charge:R:1
C -1.106 -0.668 1.012 -0.11
N 0.012 -0.024 0.405 -0.12
C 0.800 -0.927 -0.602 -0.45
C -0.041 -1.768 -1.689 -0.02
C 1.832 -1.797 0.085 -0.05
C 1.539 0.148 -1.364 -0.02
N 1.122 1.386 -1.243 -0.17
O 1.489 2.513 -1.625 -0.07
C -0.169 1.357 0.001 -0.37
C 0.049 2.297 1.189 -0.01
C -1.437 1.563 -0.834 -0.01
H -0.843 -1.251 1.843 0.06
H -1.742 0.131 1.538 0.11
H -1.866 -1.211 0.350 0.11
H -0.577 -2.550 -1.131 0.07
H 0.674 -2.233 -2.388 0.09
H -0.778 -1.209 -2.217 0.05
H 2.315 -1.224 0.896 0.09
H 2.678 -2.106 -0.608 0.11
H 1.262 -2.537 0.647 0.08
H 2.235 -0.047 -2.188 0.14
H -0.858 2.410 1.698 0.05
H 0.701 3.183 0.953 0.10
H 0.689 1.710 1.886 0.09
H -1.631 0.597 -1.286 0.07
H -1.255 2.340 -1.624 0.11
H -2.189 1.811 -0.145 0.06
```

---

x:
Molecular formula: C8H16N2O
Method: DFT, the ωB97M-V functional and the def2-TZVPD basis

As for the LUMO energy: 0.92 eV. Its spin multiplicity is 1. The calculation puts the HOMO-LUMO gap at 9.7203 eV.

Geometry as XYZ:
```
27
Properties=species:S:1:pos:R:3:lowdin_charge:R:1
C 1.237 -1.592 -1.134 -0.06
C 1.015 -0.848 0.152 -0.38
C 2.180 -0.962 1.079 -0.06
C 0.462 0.580 -0.256 -0.24
C 0.907 1.737 0.614 -0.07
C -1.106 0.495 -0.297 -0.51
C -1.826 1.551 -1.166 -0.01
N -1.608 -0.768 -0.790 0.10
C -2.366 -1.284 0.061 -0.21
O -2.467 -0.561 1.178 -0.04
N -1.619 0.617 1.096 0.10
H 2.171 -1.476 -1.426 0.03
H 1.038 -2.615 -0.976 0.08
H 0.534 -1.174 -1.815 0.06
H 0.288 -1.389 0.760 0.12
H 3.161 -0.819 0.650 0.09
H 2.078 -1.789 1.619 0.03
H 2.068 -0.164 1.863 0.08
H 0.654 0.709 -1.376 0.16
H 1.110 1.387 1.602 0.05
H 1.787 2.202 0.212 0.08
H 0.164 2.574 0.806 0.11
H -2.835 1.626 -0.786 0.08
H -1.906 1.166 -2.199 0.09
H -1.325 2.493 -1.076 0.06
H -2.876 -2.295 -0.153 0.17
H -0.920 0.597 1.757 0.07
```

---

Stability, descending: x, w